Entry from the Open Molecules 2025 dataset: C35H44FIN2O6S as an isolated structure (ωB97M-V with the def2-TZVPD basis set).

Structure (XYZ):
```
90
Properties=species:S:1:pos:R:3:forces:R:3
C -0.09688 2.24807 0.69351 0.2 0.4 -0.8
C -1.17473 2.42346 -0.37462 -1.4 -0.1 0.6
O -2.34296 2.28077 -0.07560 0.9 0.4 -0.4
O -0.88800 2.78475 -1.67345 0.4 -0.9 0.4
C 0.17109 1.99665 -2.25701 0.9 0.0 0.2
C 0.02948 0.49863 -1.99735 -0.8 0.1 -0.4
C -1.18206 -0.11539 -2.35972 0.1 -0.3 -0.1
C -2.37291 0.59387 -2.99240 0.0 0.3 -0.2
C -2.12348 1.16489 -4.42935 -0.6 0.7 0.1
C -2.06956 2.69759 -4.50923 0.5 -0.1 -0.1
C -1.09756 3.31235 -5.30133 0.3 -0.2 -0.3
C -0.97308 4.68886 -5.38593 0.1 0.7 0.1
C -1.82362 5.52702 -4.66281 0.3 -0.7 -0.3
C -2.80999 4.91722 -3.89893 -0.3 0.8 0.4
C -2.93332 3.53847 -3.81432 -0.3 -0.3 0.1
C -1.26098 -1.49978 -2.13385 -0.3 0.4 -0.1
O -2.43840 -2.14415 -2.45925 0.5 -0.3 0.5
C -3.06352 -2.77016 -1.33640 -1.1 0.0 0.1
C -3.85808 -1.80436 -0.43148 -0.7 -0.8 1.0
C -4.92830 -2.68314 0.29421 0.1 0.0 0.1
C -2.99175 -1.13605 0.67460 -0.4 -0.4 -0.4
C -3.78222 -0.45812 1.80253 0.1 1.7 0.5
C -2.80593 0.24883 2.80652 -0.2 -0.6 0.1
C -4.79658 0.62535 1.30295 -0.6 -0.5 0.0
C -0.21519 -2.22791 -1.60657 -0.2 -0.1 -0.4
C 0.98551 -1.62640 -1.22861 -0.7 -0.4 -0.6
C 1.07472 -0.25474 -1.44756 1.1 0.3 0.4
S 2.57019 0.64556 -1.07795 0.2 -0.2 0.1
C 3.53089 -0.54798 -0.17876 -1.1 0.3 -0.6
C 4.67690 -0.05391 0.43666 0.4 0.6 0.1
C 5.51748 -0.89824 1.11728 -1.1 -0.3 -0.6
F 6.62017 -0.40974 1.70927 -0.1 -0.1 -0.1
C 5.19477 -2.25631 1.17025 1.7 -0.4 0.9
C 6.16369 -3.18278 1.92815 -0.7 0.5 0.4
C 5.40596 -4.16357 2.86861 0.6 0.6 -0.3
C 4.32567 -3.50438 3.74513 -0.9 -0.7 0.2
C 3.45843 -4.63476 4.36938 1.0 0.5 -0.8
O 4.26693 -5.33170 5.32435 -0.5 -0.2 -0.1
C 4.04131 -2.72757 0.58942 0.3 0.3 -0.5
C 3.15851 -1.87986 -0.10820 0.9 -0.9 0.3
N 1.99882 -2.50926 -0.69739 -0.4 1.1 0.9
I 1.04444 -3.49155 0.93599 -0.1 -0.3 0.1
H 0.18229 1.18524 0.74514 -0.1 0.3 0.1
H -0.50646 2.59181 1.64946 0.0 -0.3 -0.3
H 0.80487 2.83113 0.45716 -0.2 -0.3 0.0
H 1.11622 2.42133 -1.88361 -0.2 -0.4 -0.1
H 0.19077 2.13136 -3.34650 -0.4 0.4 0.4
H -2.70513 1.40745 -2.33255 0.2 -0.2 -0.2
H -3.22194 -0.09576 -3.06762 0.5 0.0 0.2
H -1.22312 0.75607 -4.90890 -0.2 0.0 0.2
H -2.98230 0.88469 -5.06375 0.4 -0.2 0.2
H -0.38720 2.70997 -5.87564 -0.3 0.0 0.2
H -0.18364 5.13434 -5.99639 -0.2 -0.2 0.1
H -1.69380 6.60677 -4.71682 -0.2 -0.3 0.1
H -3.47825 5.56588 -3.32599 0.1 -0.4 -0.1
H -3.71154 3.11618 -3.17573 0.2 0.1 -0.1
H -2.37980 -3.35831 -0.70094 0.1 0.3 -0.3
H -3.78762 -3.49039 -1.75012 0.4 0.3 -0.1
H -4.43337 -1.07455 -1.02347 0.5 -0.1 0.0
H -5.67743 -2.07055 0.81423 0.2 -0.1 -0.2
H -4.44183 -3.30246 1.06893 -0.2 0.1 -0.3
H -5.46905 -3.34748 -0.39583 0.2 0.2 0.1
H -2.40593 -1.95010 1.14594 0.0 0.3 -0.3
H -2.30441 -0.42507 0.18990 -0.1 -0.1 0.4
H -4.36464 -1.15984 2.41634 0.4 -0.2 -0.5
H -1.82339 -0.25038 2.80594 -0.2 0.3 0.0
H -3.19354 0.16141 3.83617 0.1 0.1 -0.4
H -2.70900 1.31771 2.57894 0.2 -0.4 -0.1
H -4.64250 1.60502 1.77635 0.1 -0.3 -0.2
H -4.78014 0.76247 0.21255 0.1 0.0 0.3
H -5.82416 0.32455 1.57480 0.3 0.1 -0.2
H -0.39089 -3.29910 -1.51407 0.3 0.2 0.1
H 4.91678 1.00979 0.38218 -0.1 -0.3 0.0
H 6.81289 -2.53794 2.54005 -0.2 -0.3 -0.2
H 6.82676 -3.69657 1.21544 -0.3 -0.1 0.2
H 6.15707 -4.60093 3.54533 -0.3 -0.2 -0.3
H 4.97510 -4.96460 2.24281 0.0 0.1 0.4
H 4.75679 -2.87887 4.54325 0.0 -0.3 -0.2
H 3.61834 -2.86986 3.18752 0.4 -0.1 -0.1
H 2.52222 -4.23883 4.79013 0.3 -0.2 0.2
H 3.21941 -5.31587 3.53140 -0.3 0.2 0.4
H 4.26284 -6.26124 5.07450 0.0 0.1 0.2
H 3.87494 -3.79982 0.68412 -0.3 0.3 -0.2
C 1.71619 5.59099 3.00902 0.1 0.2 -0.1
N 1.80769 4.10970 2.90002 0.0 0.1 0.1
O 2.70707 3.65216 2.22594 -0.1 -0.1 0.0
O 0.96965 3.46540 3.49688 0.1 0.0 -0.1
H 2.52127 6.03083 2.43084 0.0 -0.1 0.0
H 0.74796 5.88821 2.61533 0.0 0.0 0.1
H 1.80809 5.84753 4.06061 -0.1 0.0 0.0
```
Forces are in eV/Å.

Values from the calculation:
Max |F| = 1.9 eV Å⁻¹
LUMO level = -0.9882 eV
2S+1 = 1

The net atomic charges from Mulliken, expressed in e, are:
1 C -0.818
2 C 0.713
3 O -0.509
4 O -0.161
5 C -1.588
6 C -0.357
7 C -0.202
8 C -0.467
9 C -1.200
10 C 0.469
11 C -0.254
12 C -0.579
13 C -0.568
14 C -0.693
15 C -0.019
16 C 0.346
17 O -0.548
18 C -1.073
19 C 1.068
20 C -1.704
21 C -0.042
22 C 0.773
23 C -1.419
24 C -1.562
25 C -0.409
26 C 0.921
27 C 0.610
28 S -0.340
29 C 1.046
30 C -0.658
31 C 0.034
32 F -0.354
33 C -0.138
34 C -1.225
35 C -0.738
36 C -0.120
37 C -0.667
38 O -0.531
39 C -0.568
40 C 0.641
41 N -0.883
42 I 0.186
43 H -0.075
44 H 0.559
45 H 0.308
46 H 0.924
47 H 0.186
48 H -0.198
49 H 0.668
50 H 0.375
51 H 0.316
52 H 0.342
53 H 0.347
54 H 0.397
55 H 0.359
56 H 0.363
57 H 0.365
58 H 0.287
59 H 0.048
60 H 0.326
61 H 0.326
62 H 0.479
63 H 0.361
64 H -0.835
65 H 0.736
66 H 0.312
67 H 0.356
68 H 0.225
69 H 0.433
70 H 0.240
71 H 0.331
72 H 0.821
73 H 0.426
74 H 0.379
75 H 0.352
76 H 0.399
77 H 0.309
78 H 0.388
79 H 0.220
80 H 0.275
81 H 0.320
82 H 0.331
83 H 0.482
84 C -0.762
85 N 0.919
86 O -0.511
87 O -0.516
88 H 0.307
89 H 0.299
90 H 0.288

=====

Entry from the Open Molecules 2025 dataset: a 2-piece molecular cluster, C35H44N3O overall (ωB97M-V with the def2-TZVPD basis set).

Structure (XYZ):
```
83
Properties=species:S:1:pos:R:3:forces:R:3
C 4.16856 -0.30438 3.58711 0.1 0.2 0.3
N 3.36273 -0.21300 2.38762 0.5 -0.4 -0.7
C 1.94026 0.04372 2.31741 -0.8 -0.4 1.1
C 1.43701 1.30485 3.10947 0.6 -0.3 -0.5
C 2.16863 2.54906 2.60549 0.0 0.2 0.1
C 1.63454 1.09703 4.60885 0.0 0.1 0.3
C -0.04622 1.42651 2.82875 -0.5 0.2 -0.1
N 1.69845 0.09099 0.89800 -0.2 1.1 -0.6
C 2.78171 -0.47445 0.14773 0.4 -0.1 -0.3
C 3.30331 0.42313 -0.99669 0.3 0.0 0.1
C 2.74956 0.07661 -2.34422 0.2 0.1 -0.2
C 3.02759 -1.18440 -2.88766 -0.5 0.2 -0.4
C 2.48945 -1.53374 -4.12816 0.0 0.1 0.2
C 1.70202 -0.61870 -4.83422 -0.1 0.1 0.1
C 1.45585 0.65211 -4.30536 0.1 0.0 -0.1
C 2.00366 1.00713 -3.07198 -0.1 -0.4 -0.1
C 3.88789 -0.60103 1.18653 0.7 -0.3 0.4
O 5.03907 -0.96588 0.97363 -1.3 0.4 0.2
H 5.08704 -0.85375 3.35571 -0.3 0.1 -0.1
H 4.46054 0.69951 3.92748 -0.1 -0.3 0.0
H 3.62136 -0.81699 4.38609 0.1 0.1 -0.2
H 1.38309 -0.82519 2.73615 0.2 0.1 0.3
H 2.06837 2.64185 1.51552 0.0 0.0 0.2
H 1.72899 3.44448 3.06343 0.1 -0.1 -0.1
H 3.23493 2.53013 2.86382 -0.2 0.0 -0.1
H 1.24935 0.11396 4.91695 0.1 0.2 0.0
H 2.68083 1.18265 4.91565 -0.3 0.0 0.0
H 1.07776 1.86083 5.16716 0.1 -0.1 -0.1
H -0.57345 0.48851 3.05912 0.1 0.2 0.0
H -0.50422 2.22605 3.42870 0.2 -0.2 -0.1
H -0.21892 1.67669 1.77871 0.0 0.0 0.2
H 0.74329 -0.08684 0.54041 1.2 0.4 0.5
H 2.53461 -1.48878 -0.21589 0.3 0.2 -0.1
H 3.08980 1.47060 -0.73387 0.1 -0.3 0.0
H 4.39932 0.29575 -1.01692 -0.3 0.1 0.0
H 3.65423 -1.88323 -2.33266 -0.1 0.1 -0.1
H 2.67345 -2.53303 -4.52846 0.0 0.3 0.0
H 1.27411 -0.89546 -5.80136 0.2 0.1 0.3
H 0.83491 1.37509 -4.84584 0.3 -0.3 0.1
H 1.84247 2.00257 -2.65191 0.1 -0.3 -0.2
C -4.38048 -1.50907 0.36799 -0.2 -0.1 -0.3
C -3.79705 -0.73175 1.55179 0.2 0.5 -0.1
C -4.94516 -0.15308 2.38722 -0.1 -0.2 0.2
C -2.94812 -1.65559 2.42466 0.1 0.0 0.3
C -2.96622 0.40470 0.96476 0.3 0.1 0.8
N -3.47386 1.66323 0.84660 0.1 -0.2 -0.1
C -2.62723 2.46906 0.09599 0.5 -0.2 -0.4
C -1.53390 1.67176 -0.29481 -0.5 0.3 -0.4
C -0.53441 2.20135 -1.10639 0.0 0.4 0.0
C -0.65150 3.53617 -1.50912 0.0 -0.4 0.2
C -1.74809 4.32232 -1.11130 -0.3 -0.4 0.3
C -2.76573 3.79011 -0.30491 0.3 0.2 -0.2
C -1.71593 0.36473 0.30213 0.8 0.3 0.1
C -0.73908 -0.69247 0.17456 -4.4 -1.9 -1.2
C -0.67640 -1.38114 -1.11116 1.3 0.6 0.4
C -1.36497 -0.92163 -2.26116 -0.1 0.0 -0.6
C -1.37561 -1.67340 -3.42778 -0.2 0.7 0.5
C -0.64525 -2.85790 -3.52013 0.5 0.0 -0.1
C -0.58503 -3.59990 -4.81611 -0.2 -0.3 -0.2
C 0.09174 -3.29274 -2.41325 0.0 0.0 0.4
C 0.06372 -2.58199 -1.22323 0.2 -0.3 0.0
H -3.59338 -1.92782 -0.27263 -0.1 0.0 0.2
H -5.01500 -2.32891 0.72715 0.2 0.1 0.0
H -5.00084 -0.85175 -0.25266 0.1 -0.1 0.1
H -4.57006 0.48734 3.19615 -0.1 -0.1 -0.2
H -5.66134 0.40011 1.76465 0.1 -0.1 0.2
H -5.49617 -0.98547 2.84486 0.1 0.3 -0.1
H -2.38748 -1.07903 3.17364 -0.1 -0.2 -0.1
H -3.61193 -2.35064 2.96207 0.3 0.2 -0.2
H -2.24530 -2.25421 1.83176 -0.2 0.1 0.1
H -4.34919 2.00803 1.23118 0.3 -0.5 -0.2
H 0.29486 1.56252 -1.40984 -0.2 0.3 0.0
H 0.11462 3.96887 -2.15172 -0.2 -0.1 0.2
H -1.80635 5.35405 -1.44894 0.0 -0.2 0.1
H -3.64419 4.36185 -0.00545 0.3 0.0 -0.1
H -0.62169 -1.32615 1.05747 0.4 0.1 -0.2
H -1.90001 0.02717 -2.24547 0.1 -0.3 0.1
H -1.93956 -1.32602 -4.29831 0.2 -0.1 0.3
H -0.31934 -4.64819 -4.64467 -0.1 0.2 -0.1
H -1.55118 -3.55317 -5.33449 0.2 -0.1 0.1
H 0.16600 -3.17234 -5.49756 -0.1 0.0 0.3
H 0.70192 -4.19167 -2.50607 -0.2 0.2 0.1
H 0.60814 -2.94830 -0.34778 -0.1 0.1 -0.3
```
Forces are in eV/Å.

Values from the calculation:
Max |F| = 5.0 eV Å⁻¹
LUMO level = -5.5261 eV
Charge = +1
Energy relative to the best compared isomer or geometry (same formula, charge and spin) = 11.5 kcal/mol
2S+1 = 1

The net atomic charges from Mulliken, expressed in e, are:
1 C -1.188
2 N 0.225
3 C -0.715
4 C 2.126
5 C -1.689
6 C -1.915
7 C -1.464
8 N 1.630
9 C 0.831
10 C -1.500
11 C 0.303
12 C -0.426
13 C -0.550
14 C -0.569
15 C -0.701
16 C 0.084
17 C 0.089
18 O -0.713
19 H 0.404
20 H 0.324
21 H 0.377
22 H 0.230
23 H 0.136
24 H 0.468
25 H 0.338
26 H 0.349
27 H 0.428
28 H 0.450
29 H 0.163
30 H 0.642
31 H 0.005
32 H -2.107
33 H 0.139
34 H 0.118
35 H 0.483
36 H 0.488
37 H 0.471
38 H 0.477
39 H 0.390
40 H 0.588
41 C -1.381
42 C 2.043
43 C -1.884
44 C -1.491
45 C -0.587
46 N 0.178
47 C -0.493
48 C 0.071
49 C 1.186
50 C -0.894
51 C -0.838
52 C -0.985
53 C 0.666
54 C -0.433
55 C 1.135
56 C 0.161
57 C -1.176
58 C 1.097
59 C -1.475
60 C -1.116
61 C -0.413
62 H 0.239
63 H 0.447
64 H 0.323
65 H 0.395
66 H 0.355
67 H 0.446
68 H 0.216
69 H 0.509
70 H 0.262
71 H 0.288
72 H -0.072
73 H 0.458
74 H 0.430
75 H 0.466
76 H 0.849
77 H 0.476
78 H 0.421
79 H 0.411
80 H 0.427
81 H 0.218
82 H 0.405
83 H 0.442